Molecular formula: C5H10AlO3
Method: DFT, ωB97M-V/def2-TZVPD

Cartesian coordinates (Å):
C1 -0.73 -0.88 2.66
O1 0.13 0.29 1.95
C2 0.49 -1.06 1.51
C3 -0.07 -1.51 -0.02
C4 0.13 -0.26 -0.97
C5 -1.20 0.61 -1.26
O2 -0.81 1.72 -2.08
Al1 0.96 2.20 -1.68
O3 1.25 0.59 -0.73
H1 -0.07 -1.59 3.33
H2 -0.81 -0.13 3.49
H3 1.50 -1.52 1.87
H4 0.60 -2.39 -0.27
H5 -1.14 -1.82 0.14
H6 0.35 -0.76 -1.98
H7 -1.74 0.83 -0.29
H8 -1.84 -0.08 -1.91
H9 2.00 2.22 -2.91
H10 0.98 3.56 -0.84

The total energy comes out at -18082.96863 eV. Its LUMO energy is 3.19 eV. Its HOMO-LUMO gap is 0.289 Ha. As for the net charge: -1.

natural (NBO) population analysis, charges in e, atoms 1 to 6: -0.536, -0.466, 0.256, -0.437, 0.085, -0.073


Molecular formula: C7H7N
Method: DFT, ωB97M-V/def2-TZVPD

Cartesian coordinates (Å):
C1 -0.14 1.17 -3.60
C2 0.10 1.45 -2.45
C3 -0.82 -0.07 0.02
C4 -0.56 -1.36 0.36
C5 0.18 -1.58 1.55
C6 0.79 -0.49 2.13
C7 0.59 0.80 1.60
H1 -0.28 0.87 -4.61
H2 0.27 1.69 -1.43
H3 -1.42 0.27 -0.88
H4 -1.19 -2.15 -0.18
H5 0.23 -2.61 1.93
H6 1.41 -0.67 3.01
H7 1.08 1.71 1.96
N1 -0.24 0.99 0.58

The total energy comes out at -8859.73310 eV. Its LUMO energy is 0.85 eV. Its HOMO-LUMO gap is 0.392 Ha. As for the net charge: 0.

natural (NBO) population analysis, charges in e, atoms 1 to 6: -0.242, -0.256, 0.018, -0.256, -0.165, -0.269


Molecular formula: C36H52BrIrN3OP2
Method: DFT, ωB97M-V/def2-TZVPD

Cartesian coordinates (Å):
N1 -6.82 5.60 -6.48
C1 -6.47 6.20 -5.34
C2 -5.73 5.55 -4.35
C3 -5.30 4.22 -4.56
C4 -5.66 3.62 -5.79
C5 -6.44 4.35 -6.70
C6 -4.48 3.53 -3.55
Ir1 -0.15 -0.40 0.30
P1 6.51 -1.00 -0.68
C7 -3.33 2.88 -3.83
C8 -2.48 2.24 -2.85
C9 -1.33 1.52 -3.28
C10 -0.48 0.89 -2.37
C11 -0.84 0.90 -1.01
C12 -1.90 1.70 -0.54
C13 -2.73 2.33 -1.46
Br1 2.08 -0.96 1.26
H1 -4.84 3.60 -2.52
H2 -2.97 2.86 -4.86
H3 -5.47 6.09 -3.44
H4 -5.36 2.61 -6.03
H5 -6.80 7.24 -5.20
H6 -6.77 3.89 -7.64
H7 -1.15 1.46 -4.35
H8 -3.61 2.87 -1.11
H9 0.44 0.39 -2.67
H10 -2.07 1.76 0.53
P2 -0.22 -2.24 -0.75
C14 5.95 0.75 -0.56
C15 7.02 1.74 -1.00
H11 5.70 0.90 0.49
H12 5.03 0.89 -1.16
H13 6.83 2.71 -0.53
H14 8.02 1.41 -0.71
H15 7.02 1.89 -2.09
C16 5.68 -1.43 -2.27
C17 6.35 -2.59 -3.01
H16 5.72 -0.53 -2.89
H17 4.63 -1.67 -2.05
H18 6.06 -2.55 -4.07
H19 7.44 -2.53 -2.96
H20 6.04 -3.56 -2.62
C18 5.36 -1.76 0.54
C19 6.06 -2.13 1.85
H21 4.96 -2.66 0.06
H22 4.50 -1.11 0.74
H23 5.49 -2.93 2.35
H24 7.06 -2.51 1.65
H25 6.14 -1.29 2.53
C20 -0.06 -3.54 0.55
C21 -1.22 -4.52 0.60
H26 0.07 -3.03 1.51
H27 0.89 -4.05 0.32
H28 -2.15 -4.06 0.95
H29 -1.41 -4.96 -0.39
H30 -0.95 -5.33 1.30
C22 0.99 -2.64 -2.01
C23 0.46 -2.62 -3.44
H31 1.40 -3.63 -1.75
H32 1.80 -1.91 -1.87
H33 -0.06 -3.55 -3.69
H34 -0.25 -1.80 -3.61
H35 1.28 -2.48 -4.15
C24 -1.92 -2.19 -1.43
C25 -2.92 -1.65 -0.43
H36 -2.18 -3.19 -1.79
H37 -1.88 -1.53 -2.30
H38 -3.64 -1.01 -0.97
H39 -3.47 -2.44 0.09
H40 -2.46 -1.00 0.34
C26 -0.11 1.26 6.46
N2 -0.10 1.19 5.02
N3 -0.90 0.40 4.27
C27 -0.59 0.64 2.96
O1 -1.15 -0.03 2.01
C28 0.40 1.63 2.93
C29 0.69 1.94 4.23
C30 1.71 2.88 4.74
C31 -1.78 -0.61 4.76
C32 -2.65 -0.31 5.80
C33 -3.54 -1.27 6.26
C34 -3.61 -2.52 5.61
C35 -2.79 -2.79 4.50
C36 -1.88 -1.83 4.08
H41 0.90 1.09 6.84
H42 -0.76 0.49 6.86
H43 -0.45 2.26 6.79
H44 0.89 1.91 2.01
H45 1.27 3.75 5.25
H46 2.44 2.45 5.43
H47 2.26 3.25 3.87
H48 -2.65 0.70 6.23
H49 -4.19 -1.06 7.12
H50 -4.31 -3.29 5.97
H51 -2.86 -3.75 3.96
H52 -1.26 -1.99 3.19

The total energy comes out at -136109.77257 eV. Its LUMO energy (spin up / spin down) is -10.49 / -13.72 eV. Its HOMO-LUMO gap (spin up / spin down) is 0.240 / 0.121 Ha. Its spin multiplicity is 6. As for the net charge: +4.

Mulliken population analysis, charges in e, atoms 1 to 6: -0.408, -0.229, -0.166, 0.296, -0.191, -0.241


Molecular formula: C46H98IN7O10P
Method: DFT, ωB97M-V/def2-TZVPD

Cartesian coordinates (Å):
C1 3.42 -2.23 2.34
C2 4.10 -1.42 3.44
C3 5.07 -0.37 2.87
C4 4.39 0.95 2.50
C5 3.84 0.92 1.04
C6 2.35 1.22 1.04
C7 1.77 1.40 -0.36
C8 0.62 2.41 -0.42
C9 -0.71 1.65 -0.20
C10 -1.81 2.57 0.35
C11 -2.69 1.85 1.39
C12 -4.16 1.64 0.95
C13 -4.48 0.26 0.33
C14 -5.46 -0.53 1.22
C15 -5.16 -2.00 1.55
P1 -3.65 -2.31 2.53
C16 -3.35 -0.86 3.59
C17 -1.92 -0.81 4.12
O1 -0.90 -0.80 3.41
C18 -2.21 -2.62 1.46
C19 -2.55 -3.61 0.33
O2 -1.54 -3.68 -0.64
C20 -0.62 -4.67 -0.41
O3 -0.84 -5.69 0.26
C21 0.70 -4.46 -1.11
C22 1.87 -5.14 -0.41
C23 -3.94 -3.68 3.74
I1 -5.83 -3.48 4.72
C24 -3.71 -5.09 3.18
C25 -2.21 -5.45 3.25
H1 2.71 -2.94 2.78
H2 4.15 -2.76 1.75
H3 2.86 -1.60 1.65
H4 4.67 -2.13 4.02
H5 3.34 -0.94 4.06
H6 5.84 -0.23 3.63
H7 5.57 -0.79 2.01
H8 5.16 1.72 2.53
H9 3.62 1.21 3.21
H10 4.39 1.64 0.44
H11 4.04 -0.08 0.66
H12 1.84 0.45 1.62
H13 2.21 2.16 1.58
H14 2.54 1.66 -1.07
H15 1.39 0.43 -0.68
H16 0.70 3.10 0.42
H17 0.60 2.90 -1.38
H18 -1.05 1.25 -1.16
H19 -0.49 0.79 0.43
H20 -2.45 2.99 -0.41
H21 -1.28 3.35 0.89
H22 -2.68 2.37 2.35
H23 -2.31 0.86 1.61
H24 -4.75 1.72 1.86
H25 -4.48 2.45 0.31
H26 -3.59 -0.30 0.05
H27 -5.00 0.47 -0.60
H28 -6.44 -0.54 0.76
H29 -5.60 -0.03 2.17
H30 -5.15 -2.56 0.63
H31 -6.03 -2.35 2.10
H32 -3.62 0.07 3.10
H33 -4.02 -0.98 4.43
H34 -1.81 -0.73 5.21
H35 -1.98 -1.68 0.97
H36 -1.32 -2.89 2.02
H37 -2.87 -4.57 0.71
H38 -3.41 -3.19 -0.17
H39 0.89 -3.42 -1.32
H40 0.57 -4.94 -2.08
H41 1.60 -6.03 0.13
H42 2.57 -5.46 -1.18
H43 2.41 -4.41 0.18
H44 -3.18 -3.52 4.50
H45 -4.16 -5.25 2.20
H46 -4.22 -5.76 3.85
H47 -1.85 -6.01 2.41
H48 -1.62 -4.55 3.39
H49 -2.02 -6.05 4.13
C26 3.23 0.27 -4.13
O4 2.33 0.57 -3.36
N1 4.48 0.77 -4.08
C27 5.50 0.35 -5.03
C28 4.80 1.76 -3.07
H50 3.09 -0.47 -4.93
H51 6.34 -0.08 -4.49
H52 5.85 1.21 -5.60
H53 5.10 -0.39 -5.71
H54 4.65 1.34 -2.08
H55 4.16 2.63 -3.18
H56 5.84 2.07 -3.18
C29 -1.19 6.58 0.42
O5 -0.58 6.03 -0.47
N2 -0.63 7.22 1.46
C30 -1.43 7.85 2.50
C31 0.82 7.28 1.54
H57 -2.29 6.60 0.46
H58 -1.21 8.92 2.54
H59 -1.19 7.39 3.46
H60 -2.49 7.72 2.30
H61 1.22 7.78 0.66
H62 1.23 6.27 1.58
H63 1.12 7.83 2.43
C32 8.52 -3.32 1.85
O6 9.51 -2.87 2.40
N3 7.92 -4.47 2.20
C33 6.74 -4.96 1.51
C34 8.46 -5.24 3.31
H64 8.03 -2.81 1.00
H65 5.91 -5.04 2.22
H66 6.94 -5.94 1.08
H67 6.45 -4.28 0.72
H68 8.46 -4.64 4.22
H69 9.49 -5.53 3.09
H70 7.86 -6.14 3.47
C35 -5.41 8.38 1.46
O7 -4.39 8.70 2.03
N4 -6.15 7.31 1.76
C36 -7.37 6.98 1.03
C37 -5.72 6.44 2.85
H71 -5.82 8.97 0.62
H72 -8.22 6.97 1.72
H73 -7.27 6.00 0.57
H74 -7.55 7.72 0.25
H75 -5.67 7.01 3.77
H76 -4.73 6.04 2.63
H77 -6.43 5.62 2.96
C38 1.57 -2.86 -6.73
O8 2.56 -2.44 -6.16
N5 0.97 -4.03 -6.47
C39 -0.21 -4.47 -7.19
C40 1.53 -4.88 -5.43
H78 1.07 -2.30 -7.54
H79 -1.03 -4.61 -6.49
H80 0.01 -5.42 -7.70
H81 -0.51 -3.73 -7.93
H82 1.54 -4.34 -4.48
H83 2.56 -5.14 -5.68
H84 0.94 -5.78 -5.33
C41 -1.14 5.01 5.27
O9 -2.34 4.84 5.43
N6 -0.22 4.96 6.25
C42 1.19 5.17 5.99
C43 -0.66 4.69 7.61
H85 -0.71 5.22 4.28
H86 1.75 4.29 6.28
H87 1.55 6.03 6.56
H88 1.35 5.36 4.93
H89 -1.16 3.72 7.65
H90 -1.37 5.45 7.93
H91 0.19 4.68 8.28
C44 -2.43 -3.82 -9.92
O10 -2.14 -3.34 -8.83
N7 -2.09 -3.30 -11.10
C45 -2.47 -3.93 -12.36
C46 -1.33 -2.06 -11.13
H92 -3.00 -4.76 -10.00
H93 -1.57 -4.18 -12.93
H94 -3.08 -3.24 -12.94
H95 -3.03 -4.84 -12.17
H96 -0.38 -2.20 -10.61
H97 -1.88 -1.27 -10.63
H98 -1.14 -1.77 -12.16

The total energy comes out at -97580.40251 eV. Its LUMO energy is -3.02 eV. Its HOMO-LUMO gap is 0.262 Ha. As for the net charge: +1.

Mulliken population analysis, charges in e, atoms 1 to 6: -0.887, -0.544, -0.921, -0.905, -0.580, -0.148


Molecular formula: C6H6N3O4S
Method: DFT, ωB97M-V/def2-TZVPD

Cartesian coordinates (Å):
C1 -0.06 -1.48 -1.91
C2 3.10 -1.84 -0.86
C3 -0.21 1.83 -0.46
C4 -1.87 0.09 0.16
C5 0.68 0.63 -0.18
C6 -0.44 -0.42 0.15
N1 0.75 -0.61 -2.10
N2 1.39 0.23 -1.32
N3 -0.08 -1.63 0.28
O1 3.14 -2.78 -1.56
O2 -0.95 -2.17 -2.34
O3 3.08 -1.07 -0.02
O4 -1.11 -2.63 0.35
S1 -1.60 1.80 0.80
H1 0.30 2.84 -0.36
H2 -0.86 1.66 -1.32
H3 -2.23 0.25 -0.91
H4 -2.50 -0.37 0.92
H5 1.43 0.66 0.70
H6 -1.59 -2.62 -0.47

The total energy comes out at -29811.46203 eV. Its LUMO energy (spin up / spin down) is 3.06 / 3.06 eV. Its HOMO-LUMO gap (spin up / spin down) is 0.202 / 0.202 Ha. As for the net charge: -1.

natural (NBO) population analysis, charges in e, atoms 1 to 6: 0.642, 1.056, -0.486, -0.601, -0.138, 0.210


Molecular formula: C5H11O3
Method: DFT, ωB97M-V/def2-TZVPD

Cartesian coordinates (Å):
C1 1.39 1.75 2.39
C2 1.07 2.48 1.04
O1 0.32 1.90 0.23
O2 1.58 3.56 0.88
H1 1.12 0.70 2.19
H2 0.68 2.12 3.09
H3 2.37 2.00 2.63
C3 -0.89 -0.88 -1.06
C4 0.40 -1.21 -1.77
C5 -1.89 -1.96 -0.78
O3 -0.53 -0.50 0.31
H4 -1.31 0.10 -1.55
H5 1.18 -1.52 -1.05
H6 -1.57 -2.94 -1.06
H7 -2.01 -1.82 0.41
H8 -2.82 -1.58 -1.15
H9 -0.13 0.41 0.33
H10 0.66 -0.47 -2.64
H11 0.38 -2.14 -2.43

The total energy comes out at -11506.40843 eV. Its LUMO energy is 3.80 eV. Its HOMO-LUMO gap is 0.298 Ha. As for the net charge: -1.

natural (NBO) population analysis, charges in e, atoms 1 to 6: -0.753, 0.789, -0.814, -0.750, 0.208, 0.200


Molecular formula: C40H41ClMoN6O7S2
Method: DFT, ωB97M-V/def2-TZVPD

Cartesian coordinates (Å):
Mo1 0.54 0.55 0.60
O1 0.18 4.93 -0.65
Cl1 0.91 3.75 -0.54
O2 2.24 3.97 -0.10
O3 0.22 2.85 0.42
O4 0.92 3.02 -1.81
O5 -0.90 0.89 -1.28
C1 -2.29 1.18 -0.96
C2 -2.29 1.38 0.57
O6 -3.14 1.91 1.22
O7 -1.26 0.73 1.09
C3 -3.13 -0.08 -1.14
C4 -2.55 -1.32 -1.36
C5 -3.35 -2.44 -1.57
C6 -4.73 -2.33 -1.50
C7 -5.31 -1.10 -1.21
C8 -4.52 0.02 -1.03
C9 -2.79 2.37 -1.75
C10 -2.60 3.67 -1.28
C11 -2.96 4.75 -2.08
C12 -3.54 4.54 -3.32
C13 -3.75 3.25 -3.78
C14 -3.37 2.17 -3.00
H1 -0.51 1.65 -1.76
H2 -1.48 -1.42 -1.39
H3 -2.89 -3.39 -1.80
H4 -5.35 -3.19 -1.68
H5 -6.39 -1.01 -1.13
H6 -4.97 0.98 -0.81
H7 -2.20 3.85 -0.30
H8 -2.79 5.76 -1.72
H9 -3.82 5.39 -3.93
H10 -4.21 3.08 -4.74
H11 -3.53 1.16 -3.36
C15 -2.45 -1.58 2.30
C16 -1.28 -1.51 3.26
C17 -1.54 -1.55 4.62
C18 -0.52 -1.58 5.55
C19 0.80 -1.65 5.12
C20 1.11 -1.62 3.77
C21 2.52 -1.87 3.32
C22 0.06 -1.47 2.85
N1 0.39 -1.31 1.45
C23 0.31 -2.37 0.70
C24 0.00 -3.73 1.22
C25 0.69 -2.15 -0.67
C26 0.72 -3.29 -1.63
N2 1.07 -0.94 -0.95
C27 1.91 -0.88 -2.14
C28 1.48 -0.48 -3.42
C29 0.07 -0.13 -3.81
C30 2.42 -0.48 -4.45
C31 3.72 -0.91 -4.26
C32 4.10 -1.39 -3.02
C33 3.21 -1.39 -1.95
C34 3.70 -1.96 -0.64
H12 -3.18 -0.82 2.54
H13 -2.94 -2.55 2.43
H14 -2.17 -1.48 1.26
H15 -2.57 -1.56 4.95
H16 -0.75 -1.59 6.61
H17 1.60 -1.75 5.84
H18 3.24 -1.45 4.02
H19 2.72 -1.48 2.32
H20 2.71 -2.95 3.28
H21 -0.26 -3.69 2.27
H22 0.87 -4.38 1.09
H23 -0.83 -4.17 0.67
H24 -0.25 -3.79 -1.63
H25 1.46 -4.03 -1.31
H26 0.95 -2.97 -2.64
H27 -0.67 -0.49 -3.11
H28 -0.14 -0.57 -4.79
H29 -0.04 0.95 -3.92
H30 2.10 -0.17 -5.44
H31 4.42 -0.92 -5.09
H32 5.10 -1.78 -2.87
H33 4.72 -1.64 -0.45
H34 3.71 -3.05 -0.70
H35 3.08 -1.68 0.21
N3 3.44 1.60 -1.71
C35 3.60 1.44 -0.40
N4 2.65 1.13 0.51
C36 3.20 1.29 1.79
C37 4.52 1.51 1.85
S1 5.18 1.66 0.27
C38 2.26 1.45 2.88
C39 2.52 1.90 4.13
S2 1.06 2.25 4.95
C40 0.14 1.76 3.56
N5 0.91 1.32 2.56
N6 -1.18 1.84 3.62
H36 2.52 1.85 -2.05
H37 4.22 1.95 -2.23
H38 5.13 1.65 2.73
H39 3.47 2.09 4.60
H40 -1.59 2.28 4.42
H41 -1.78 1.75 2.81

The total energy comes out at -101449.80354 eV. Its LUMO energy (spin up / spin down) is -7.25 / -7.80 eV. Its HOMO-LUMO gap (spin up / spin down) is 0.222 / 0.201 Ha. Its spin multiplicity is 3. As for the net charge: +2.

Mulliken population analysis, charges in e, atoms 1 to 6: -2.131, -0.631, 1.951, -0.660, -0.744, -0.895


Molecular formula: C3H3BrN3O2S
Method: DFT, ωB97M-V/def2-TZVPD

Cartesian coordinates (Å):
C1 -0.96 -0.72 -0.95
C2 -1.00 0.13 -1.88
C3 2.02 -0.92 1.70
N1 -0.90 -1.68 -0.08
N2 0.07 -1.61 0.81
N3 1.21 -1.22 0.53
O1 -2.57 1.79 -0.30
O2 -0.48 2.56 -0.96
S1 -1.63 1.78 -1.40
Br1 -2.53 2.57 -3.54
H1 2.19 0.11 1.90
H2 1.51 -1.37 2.57
H3 3.05 -1.41 1.61

The total energy comes out at -92598.85488 eV. Its LUMO energy is 1.94 eV. Its HOMO-LUMO gap is 0.240 Ha. As for the net charge: -1.

natural (NBO) population analysis, charges in e, atoms 1 to 6: 0.267, -0.589, -0.444, -0.413, -0.020, -0.240